The following is a quantum chemistry calculation of a 6-piece molecular cluster, C30H68BrFNO5 overall in a non-equilibrium geometry, from OMol25.

The geometry in XYZ format:
```
106
C30H68BrFNO5, DFT ωB97M-V with the def2-TZVPD basis set
C -2.996 2.399 0.011
C -2.003 1.496 -0.036
C -1.982 0.339 0.921
C -2.189 -1.069 0.343
C -1.059 -1.603 -0.536
F -1.046 -2.988 -0.382
C 0.326 -1.065 -0.292
C 0.936 -1.461 1.058
N -2.390 -1.938 1.564
C -3.872 -2.065 1.868
C -4.637 -1.593 0.607
C -3.504 -1.375 -0.401
Br -3.950 -0.325 -1.949
H -3.807 2.274 0.710
H -3.014 3.270 -0.622
H -1.203 1.595 -0.750
H -1.034 0.339 1.455
H -2.750 0.510 1.672
H -1.320 -1.421 -1.573
H 0.363 0.006 -0.437
H 0.959 -1.484 -1.068
H 1.588 -0.656 1.383
H 1.566 -2.332 0.950
H 0.212 -1.603 1.856
H -1.958 -1.540 2.395
H -2.020 -2.887 1.483
H -4.105 -3.115 1.954
H -4.225 -1.442 2.673
H -5.292 -0.748 0.753
H -5.190 -2.416 0.179
H -3.332 -2.360 -0.824
C 2.560 4.191 -0.513
C 1.961 2.931 0.080
O 2.888 1.882 0.289
C 3.966 2.169 1.167
C 3.532 2.550 2.571
H 3.054 3.971 -1.461
H 1.781 4.932 -0.693
H 3.302 4.641 0.148
H 1.218 2.528 -0.613
H 1.430 3.159 1.014
H 4.612 2.942 0.738
H 4.557 1.254 1.203
H 2.949 3.472 2.585
H 4.401 2.704 3.207
H 2.916 1.763 3.011
C 3.096 -3.849 -4.459
C 3.666 -4.526 -3.225
O 3.014 -4.170 -2.017
C 1.636 -4.474 -1.939
C 1.311 -5.951 -2.089
H 3.126 -2.764 -4.349
H 3.678 -4.125 -5.338
H 2.060 -4.138 -4.645
H 4.703 -4.220 -3.090
H 3.675 -5.614 -3.349
H 1.070 -3.881 -2.670
H 1.324 -4.127 -0.951
H 1.596 -6.329 -3.071
H 0.239 -6.120 -1.967
H 1.845 -6.535 -1.340
C 0.861 6.143 5.137
C 1.105 4.644 5.104
O 2.393 4.257 5.541
C 2.733 4.606 6.872
C 1.818 4.005 7.925
H 1.609 6.664 4.538
H -0.127 6.371 4.737
H 0.908 6.544 6.150
H 1.033 4.289 4.075
H 0.331 4.115 5.674
H 2.785 5.694 6.981
H 3.745 4.230 7.016
H 0.792 4.365 7.832
H 2.171 4.268 8.921
H 1.799 2.917 7.838
C -3.367 -6.519 0.539
C -3.369 -6.656 -0.976
O -2.529 -7.683 -1.441
C -2.848 -9.004 -1.032
C -4.219 -9.474 -1.482
H -2.347 -6.360 0.894
H -3.985 -5.668 0.841
H -3.757 -7.403 1.043
H -2.971 -5.739 -1.417
H -4.389 -6.772 -1.361
H -2.738 -9.106 0.054
H -2.082 -9.633 -1.482
H -5.023 -8.881 -1.043
H -4.374 -10.511 -1.183
H -4.309 -9.407 -2.566
C -1.034 7.185 -4.361
C 0.310 7.439 -3.700
O 0.966 6.265 -3.252
C 1.275 5.307 -4.249
C 2.192 5.825 -5.343
H -1.698 6.647 -3.682
H -1.502 8.132 -4.629
H -0.938 6.594 -5.273
H 0.166 8.044 -2.806
H 0.965 8.012 -4.364
H 0.356 4.890 -4.677
H 1.771 4.490 -3.722
H 1.735 6.636 -5.911
H 2.430 5.024 -6.043
H 3.121 6.202 -4.914
```

For the total energy, the calculation gives -4288.3276 Eh. For the max |F|, the calculation gives 2.0 eV Å⁻¹. The net charge is +1.

Löwdin population analysis, charges in e, atoms 1 to 4:
1 C 0.02
2 C -0.19
3 C -0.12
4 C -0.36

---

The following is a quantum chemistry calculation of C15H18N4O10Pt as an isolated structure in a non-equilibrium geometry, from OMol25.

The geometry in XYZ format:
```
48
C15H18N4O10Pt, DFT ωB97M-V with the def2-TZVPD basis set
Pt -0.818 0.332 0.117
C 2.696 -1.577 3.609
N 1.607 -0.621 3.448
C 0.773 -0.377 4.616
C 1.282 -0.095 2.269
O 0.340 0.705 2.127
C 2.135 -0.489 1.075
O 1.841 0.303 -0.058
C 2.342 1.615 -0.016
C 1.234 2.654 -0.182
O 0.055 2.337 -0.375
N 1.596 3.940 -0.137
C 0.607 4.981 -0.386
C 2.953 4.425 0.029
H 2.696 -1.925 4.638
H 2.574 -2.434 2.947
H 3.666 -1.114 3.417
H 0.357 -1.321 4.970
H 1.370 0.076 5.409
H -0.037 0.291 4.344
H 3.203 -0.444 1.304
H 1.862 -1.511 0.814
H 2.862 1.796 0.929
H 3.049 1.732 -0.845
H -0.385 4.544 -0.372
H 0.679 5.749 0.385
H 0.787 5.442 -1.359
H 3.620 3.653 0.399
H 3.344 4.804 -0.919
H 2.948 5.246 0.746
O -4.544 -1.263 -0.363
C -3.331 -1.291 -0.341
O -2.585 -0.292 -0.674
C -2.663 -2.615 0.001
C -3.446 -3.731 -0.153
C -2.934 -5.011 0.048
C -1.604 -5.177 0.348
C -0.799 -4.065 0.528
C -1.309 -2.718 0.433
O -0.558 -1.715 0.724
N 0.592 -4.330 0.795
O 1.033 -5.422 0.477
O 1.285 -3.474 1.333
N -3.794 -6.171 -0.076
O -4.935 -5.998 -0.461
O -3.323 -7.257 0.220
H -4.477 -3.597 -0.445
H -1.182 -6.166 0.442
```

For the total energy, the calculation gives -1672.8981 Eh. For the max |F|, the calculation gives 3.6 eV Å⁻¹. The value obtained for the energy above the lowest of the compared OMol25 structures with the same formula, charge and spin is 1.009 eV.

Löwdin population analysis, charges in e, atoms 1 to 4:
1 Pt 1.24
2 C -0.02
3 N -0.11
4 C -0.01

---

The following is a quantum chemistry calculation of C7H5F6NO4PtS2 as an isolated structure, from OMol25.

The geometry in XYZ format:
```
26
C7H5F6NO4PtS2, DFT ωB97M-V with the def2-TZVPD basis set
Pt -0.254 -0.505 -0.190
C 0.604 -0.568 -2.148
C 0.473 -1.894 -1.635
C 1.356 -1.933 -0.527
C 2.333 -0.825 -0.668
C 1.882 -0.004 -1.638
H 0.061 -0.168 -2.990
H -0.235 -2.649 -1.937
H 1.475 -2.769 0.145
H 3.183 -0.672 -0.022
H 2.292 0.949 -1.931
F -3.553 2.236 -1.818
C -2.293 2.645 -1.737
F -1.546 1.908 -2.563
F -2.216 3.917 -2.108
S -1.679 2.505 -0.002
O -0.301 2.861 -0.044
O -2.612 3.208 0.811
N -1.853 0.887 0.150
S -2.315 0.142 1.490
O -2.926 0.892 2.523
O -1.159 -0.703 1.818
C -3.628 -0.998 0.849
F -3.996 -1.794 1.846
F -4.661 -0.265 0.457
F -3.202 -1.738 -0.166
```

For the total energy, the calculation gives -2140.2622 Eh. For the max |F|, the calculation gives 0.5 eV Å⁻¹. The value obtained for the energy above the lowest of the compared OMol25 structures with the same formula, charge and spin is 0.000 eV.

Löwdin population analysis, charges in e, atoms 1 to 4:
1 Pt 1.11
2 C -0.23
3 C -0.23
4 C -0.22

---

The following is a quantum chemistry calculation of a 13-piece molecular cluster, C32H94N13O16 overall in a non-equilibrium geometry, from OMol25.

The geometry in XYZ format:
```
155
C32H94N13O16, DFT ωB97M-V with the def2-TZVPD basis set
C -0.293 0.366 -0.061
C -0.982 1.237 -1.100
O -0.232 1.770 -2.099
H 0.476 0.907 0.490
H 0.263 -0.351 -0.666
H -1.015 -0.111 0.601
H -1.435 2.033 -0.509
H -1.783 0.619 -1.507
C 8.600 3.064 2.556
C 8.368 1.529 2.541
C 8.313 0.799 1.156
O 7.354 1.592 0.399
C 6.043 1.181 0.621
N 9.571 1.092 3.258
H 8.664 3.417 3.585
H 7.769 3.461 1.973
H 9.523 3.427 2.105
H 7.440 1.255 3.040
H 8.066 -0.246 1.343
H 9.248 1.068 0.664
H 5.497 1.817 1.319
H 5.833 0.116 0.710
H 5.544 1.310 -0.339
H 10.361 1.147 2.631
H 9.798 1.712 4.022
C -1.187 2.075 5.621
C -1.152 3.163 6.668
C -0.768 2.774 8.110
O -0.890 3.908 8.920
C -0.523 3.493 10.307
N -0.160 4.116 6.217
H -0.163 1.701 5.584
H -1.605 2.417 4.675
H -1.847 1.275 5.955
H -2.123 3.651 6.755
H 0.223 2.320 8.148
H -1.478 2.006 8.415
H -0.481 4.345 10.985
H 0.422 2.950 10.289
H -1.335 2.868 10.677
H -0.521 4.663 5.448
H 0.001 4.785 6.956
C 4.421 -3.113 6.847
C 2.918 -3.185 6.981
C 2.192 -3.613 5.678
O 0.826 -3.216 5.790
C -0.042 -3.647 4.736
N 2.568 -3.968 8.127
H 4.881 -2.836 7.795
H 4.714 -2.415 6.063
H 4.784 -4.129 6.690
H 2.539 -2.179 7.158
H 2.186 -4.702 5.706
H 2.738 -3.281 4.794
H 0.135 -3.181 3.766
H -1.103 -3.595 4.976
H 0.234 -4.680 4.527
H 2.541 -4.913 7.772
H 1.590 -3.859 8.355
C -6.243 -0.942 1.690
C -7.538 -1.639 1.585
C -7.914 -2.344 2.974
O -6.789 -3.232 3.398
C -6.658 -4.432 2.580
N -8.584 -0.724 1.259
H -5.940 -0.530 0.728
H -5.378 -1.577 1.882
H -6.252 -0.111 2.396
H -7.351 -2.452 0.884
H -8.771 -2.991 2.786
H -8.319 -1.620 3.681
H -7.516 -5.094 2.693
H -5.762 -5.006 2.818
H -6.502 -4.187 1.529
H -9.479 -1.168 1.111
H -8.768 -0.148 2.068
C -0.671 -6.676 -5.476
C 0.832 -6.820 -5.172
C 1.235 -7.018 -3.638
O 0.781 -5.827 -3.026
C 0.344 -5.988 -1.695
N 1.305 -7.988 -5.924
H -1.300 -7.415 -4.979
H -0.851 -6.647 -6.550
H -1.068 -5.736 -5.093
H 1.440 -6.013 -5.580
H 2.309 -7.175 -3.539
H 0.843 -7.958 -3.250
H -0.322 -6.768 -1.327
H 0.113 -4.985 -1.334
H 1.211 -6.243 -1.086
H 0.817 -8.019 -6.808
H 2.288 -7.858 -6.117
C -0.040 0.007 -7.730
C 0.855 -0.551 -8.857
O 1.379 -1.693 -8.326
O 0.812 0.296 -6.704
H -0.898 -0.655 -7.614
H -0.500 0.969 -7.957
H 1.668 0.127 -9.117
H 0.311 -0.826 -9.760
H 1.432 -1.502 -7.387
H 0.263 0.549 -5.957
C -4.957 5.666 0.674
C -5.721 4.644 -0.298
O -7.022 4.379 0.193
O -4.264 4.950 1.684
H -5.797 6.317 0.916
H -4.247 6.333 0.186
H -5.104 3.751 -0.399
H -5.723 5.094 -1.291
H -7.103 3.424 0.150
H -4.898 4.541 2.277
C -4.152 -3.162 -3.217
C -4.553 -2.688 -4.600
O -5.974 -2.869 -4.945
O -4.386 -4.565 -3.018
H -4.772 -2.762 -2.414
H -3.093 -2.952 -3.070
H -3.919 -3.157 -5.353
H -4.311 -1.626 -4.636
H -6.086 -2.504 -5.826
H -5.232 -4.772 -3.422
C 3.798 5.209 -4.492
O 4.342 6.157 -5.087
N 3.718 5.033 -3.225
N 3.130 4.322 -5.119
H 3.004 4.380 -2.936
H 4.435 5.456 -2.653
H 2.596 3.678 -4.552
H 2.997 4.624 -6.073
C -2.602 5.140 -6.035
O -3.270 5.636 -6.895
N -1.378 5.318 -5.864
N -3.063 4.201 -5.194
H -0.868 5.773 -6.608
H -0.959 4.685 -5.198
H -2.510 3.667 -4.539
H -4.057 4.023 -5.204
C 1.056 6.724 0.372
O 0.950 7.960 0.599
N 0.218 6.082 -0.376
N 2.041 5.987 0.861
H 0.440 5.136 -0.653
H -0.606 6.556 -0.718
H 2.618 6.437 1.558
H 2.018 5.009 0.610
C 4.934 -2.263 -4.244
O 5.574 -3.273 -4.110
N 3.591 -2.153 -4.097
N 5.433 -1.147 -4.489
H 3.206 -3.022 -3.755
H 2.939 -1.410 -4.304
H 6.424 -1.162 -4.688
H 4.812 -0.400 -4.767
```

For the total energy, the calculation gives -3191.0586 Eh. For the max |F|, the calculation gives 7.6 eV Å⁻¹. The net charge is -1.

Löwdin population analysis, charges in e, atoms 1 to 4:
1 C -0.15
2 C -0.64
3 O -0.42
4 H 0.05